[1]
Computed, not measured: C8H13N3O4 in the gas phase, with wB97M-V/def2-TZVPD.

Results
SMILES: CC(=O)O[C@H]1/C(=C(/O)[C@@H](C)N)C(=O)N1N
HOMO: -8.7 eV
gap between HOMO and LUMO: 9.3 eV
total charge: 0
relative energy (zero: lowest compared OMol25 entry of this formula, charge and spin): 4.0629 eV

CARTESIAN COORDINATES (ANGSTROEM)
C  -0.40  3.55  0.90
C  -0.20  2.34  0.04
O  0.55  2.12  -0.92
O  -1.10  1.42  0.32
C  -1.31  0.34  -0.61
C  -0.72  -1.21  0.01
C  0.53  -1.67  0.21
O  0.63  -2.94  0.65
C  1.81  -0.93  -0.37
C  2.97  -1.05  0.52
N  2.00  -1.59  -1.62
C  -2.12  -1.47  0.17
O  -2.77  -2.41  0.61
N  -2.60  -0.26  -0.34
N  -3.73  0.57  -0.19
H  -1.20  3.40  1.63
H  -0.38  4.47  0.49
H  0.58  3.71  1.51
H  -1.08  0.76  -1.57
H  1.55  -3.07  1.10
H  1.62  0.14  -0.47
H  3.09  -0.52  1.53
H  3.87  -0.59  0.00
H  3.23  -2.07  0.53
H  1.17  -1.45  -2.09
H  2.58  -2.39  -1.66
H  -4.30  0.32  0.67
H  -4.27  0.48  -1.05


[2]
Computed, not measured: C18H35BaF5NO8Te as an isolated structure, with wB97M-V/def2-TZVPD.

Results
HOMO: -12.4 eV
gap between HOMO and LUMO: 8.2 eV
total charge: +1
relative energy (zero: lowest compared OMol25 entry of this formula, charge and spin): 6.5709 eV

CARTESIAN COORDINATES (ANGSTROEM)
Ba  0.27  0.33  0.52
C  -2.11  0.97  3.35
C  -1.75  2.44  3.21
O  -0.50  2.69  2.56
C  0.64  2.78  3.42
C  1.20  1.42  3.85
O  1.22  0.54  2.75
C  2.49  0.25  2.17
C  3.07  1.38  1.29
O  1.98  2.04  0.65
C  2.30  2.80  -0.51
C  1.03  3.58  -0.85
O  -0.03  2.63  -1.06
C  -1.32  3.22  -1.17
C  -2.28  2.09  -1.54
O  -2.29  1.10  -0.51
C  -3.41  1.15  0.36
C  -3.19  0.04  1.37
O  -1.99  0.25  2.12
H  -3.13  0.90  3.74
H  -1.45  0.47  4.05
H  -1.76  2.90  4.21
H  -2.50  2.95  2.61
H  0.40  3.36  4.32
H  1.38  3.32  2.83
H  0.57  0.98  4.62
H  2.20  1.54  4.28
H  2.26  -0.59  1.51
H  3.21  -0.10  2.91
H  3.75  0.93  0.56
H  3.64  2.09  1.89
H  2.56  2.15  -1.34
H  3.12  3.49  -0.30
H  1.19  4.17  -1.76
H  0.77  4.24  -0.02
H  -1.32  3.98  -1.96
H  -1.60  3.67  -0.22
H  -1.90  1.60  -2.43
H  -3.28  2.48  -1.72
H  -4.33  0.96  -0.20
H  -3.49  2.12  0.85
H  -3.03  -0.88  0.82
H  -4.05  -0.06  2.03
F  2.08  -0.54  -0.61
Te  1.98  -2.27  0.61
F  2.53  -2.61  2.37
F  3.79  -1.81  0.62
F  2.54  -2.85  -1.07
F  1.70  -4.10  0.72
O  0.33  -1.77  1.20
O  -0.44  -0.86  -1.42
C  -0.59  -1.98  -1.96
C  -1.32  -2.12  -3.28
C  -0.49  -2.80  -4.41
C  0.84  -3.43  -3.98
C  0.68  -4.68  -3.11
C  -0.33  -4.45  -1.98
N  -0.20  -3.12  -1.39
H  -1.61  -1.12  -3.57
H  -2.23  -2.68  -3.08
H  -0.27  -2.04  -5.17
H  -1.10  -3.56  -4.90
H  1.44  -2.68  -3.45
H  1.40  -3.70  -4.87
H  1.64  -4.95  -2.69
H  0.32  -5.51  -3.71
H  -0.20  -5.17  -1.18
H  -1.34  -4.55  -2.36
H  0.31  -2.98  -0.55


no.,maximum force (eV/A)
1,5.31
2,8.53